[1]
{
  "formula": "C32H88AgFN8O8",
  "method": "ωB97M-V/def2-TZVPD",
  "homo_lumo_gap_ev": 8.712,
  "homo_ev": -8.319,
  "lumo_ev": 0.39,
  "energy_ev": -69623.43350,
  "elements": ["Ag", "F", "C", "C", "C", "O", "C", "N", "H", "H", "H", "H", "H", "H", "H", "H", "H", "H", "H", "C", "C", "C", "O", "C", "N", "H", "H", "H", "H", "H", "H", "H", "H", "H", "H", "H", "C", "C", "C", "O", "C", "N", "H", "H", "H", "H", "H", "H", "H", "H", "H", "H", "H", "C", "C", "C", "O", "C", "N", "H", "H", "H", "H", "H", "H", "H", "H", "H", "H", "H", "C", "C", "C", "O", "C", "N", "H", "H", "H", "H", "H", "H", "H", "H", "H", "H", "H", "C", "C", "C", "O", "C", "N", "H", "H", "H", "H", "H", "H", "H", "H", "H", "H", "H", "C", "C", "C", "O", "C", "N", "H", "H", "H", "H", "H", "H", "H", "H", "H", "H", "H", "C", "C", "C", "O", "C", "N", "H", "H", "H", "H", "H", "H", "H", "H", "H", "H", "H"],
  "positions_angstrom": [[1.01478, -1.89517, 1.57404], [0.11405, 1.19500, -0.34960], [1.42671, -1.81163, 5.05774], [0.80545, -3.10821, 4.41778], [-0.71374, -2.98843, 4.02777], [-1.56052, -2.87196, 5.21170], [-2.72729, -2.03876, 5.10348], [1.44353, -3.47778, 3.17104], [2.46069, -1.91744, 5.45339], [0.78089, -1.56107, 5.95944], [1.41621, -0.90782, 4.41561], [0.81012, -3.89189, 5.19403], [-1.08283, -3.84366, 3.47059], [-0.78166, -2.05522, 3.44125], [-3.46536, -2.56414, 4.35931], [-2.55278, -1.05546, 4.75431], [-3.13660, -2.05407, 6.11657], [1.09134, -4.34000, 2.85471], [2.44153, -3.66399, 3.19127], [-2.84147, -2.27609, 1.14458], [-2.31730, -0.95826, 0.52586], [-3.33936, 0.10985, 0.58792], [-4.32546, 0.03978, -0.44601], [-5.39042, 0.91081, -0.21701], [-1.11006, -0.49817, 1.25386], [-2.13883, -3.06859, 0.91678], [-3.81663, -2.40271, 0.76059], [-2.93246, -2.21247, 2.23423], [-2.10652, -1.10862, -0.48385], [-2.91920, 1.11244, 0.55462], [-3.90642, 0.06260, 1.56477], [-5.94120, 0.97634, -1.13477], [-5.03769, 1.92249, -0.03073], [-6.04825, 0.50834, 0.59872], [-0.70050, 0.22362, 0.67644], [-1.40812, 0.01075, 2.06925], [4.56540, -0.76001, 2.16292], [4.05914, -0.38160, 0.74204], [4.11802, -1.55204, -0.18036], [5.41293, -1.92445, -0.58928], [5.73037, -1.52394, -1.92697], [2.61675, -0.01968, 0.83296], [5.50794, -1.29528, 2.16896], [3.76413, -1.39985, 2.61580], [4.72895, 0.08246, 2.75660], [4.58528, 0.48432, 0.31340], [3.43739, -1.37146, -1.05206], [3.64835, -2.42889, 0.33619], [6.75761, -1.85586, -2.18896], [5.65594, -0.46843, -2.08973], [5.03472, -2.02971, -2.56529], [2.45817, 0.65204, 1.54965], [2.30404, 0.46873, -0.02431], [-2.40658, 1.04619, -5.16443], [-2.01119, 1.60479, -3.84992], [-2.73278, 2.98539, -3.61334], [-2.62582, 3.87683, -4.73760], [-3.20105, 5.11815, -4.42318], [-2.23033, 0.63342, -2.77419], [-3.28682, 0.38722, -5.03001], [-1.56870, 0.48254, -5.55216], [-2.60915, 1.74793, -5.92004], [-0.94240, 1.85845, -3.84222], [-2.24694, 3.36445, -2.70142], [-3.82759, 2.85744, -3.47130], [-3.09007, 5.73767, -5.32841], [-2.70946, 5.59685, -3.56791], [-4.28899, 4.92893, -4.12075], [-1.60844, 0.96695, -1.98357], [-3.22006, 0.59756, -2.55179], [0.40664, 4.82822, -2.46625], [0.59907, 4.64357, -0.91524], [-0.63651, 4.11698, -0.28400], [-1.73966, 4.86192, -0.75044], [-2.89941, 4.71713, 0.06698], [1.70929, 3.75258, -0.69191], [0.21786, 3.78652, -2.80955], [1.28723, 5.24679, -2.96295], [-0.53525, 5.38952, -2.47473], [0.82437, 5.57485, -0.46307], [-0.58577, 4.26264, 0.91456], [-0.72516, 3.00721, -0.38602], [-3.29653, 3.71522, 0.11886], [-3.63068, 5.31073, -0.41786], [-2.76622, 5.00139, 1.13091], [1.34962, 2.77706, -0.65370], [2.21662, 3.94242, 0.17389], [0.73943, -4.77393, -2.47085], [0.32854, -4.19288, -1.17053], [0.01904, -5.43584, -0.25448], [-0.15228, -5.14967, 1.17622], [-1.00446, -6.13083, 1.73201], [1.33215, -3.25790, -0.62464], [0.91368, -4.03542, -3.29534], [-0.03726, -5.39337, -2.87783], [1.63275, -5.37306, -2.30885], [-0.59151, -3.54682, -1.22473], [0.84757, -6.12044, -0.18805], [-0.75830, -6.09937, -0.81612], [-1.91618, -6.26976, 1.18233], [-1.14291, -5.90756, 2.81964], [-0.56386, -7.20017, 1.73296], [2.17943, -3.80881, -0.41645], [1.50014, -2.52159, -1.37569], [0.35629, 4.27831, 3.78858], [0.96267, 2.90286, 3.82214], [-0.10113, 1.74886, 4.02108], [-0.89015, 1.82427, 5.12970], [-0.14722, 1.51777, 6.39676], [1.75661, 2.52116, 2.57573], [-0.57340, 4.15584, 4.33890], [0.25916, 4.62014, 2.76370], [0.84731, 4.99941, 4.44222], [1.57987, 2.77227, 4.72929], [0.38110, 0.82107, 3.87181], [-0.69230, 1.82810, 3.10676], [0.72223, 2.09397, 6.62807], [0.23465, 0.41341, 6.25739], [-0.98941, 1.68248, 7.11097], [1.23353, 2.75814, 1.75143], [2.59577, 3.09911, 2.65116], [2.41449, 0.67788, -3.23098], [1.15215, -0.17953, -3.48923], [1.40573, -1.18540, -4.54216], [1.59636, -0.59302, -5.80158], [1.75514, -1.45183, -6.92328], [0.77328, -0.88414, -2.23681], [2.48436, 1.25878, -4.18116], [3.23748, -0.02805, -3.19721], [2.29274, 1.21642, -2.31246], [0.36183, 0.48270, -3.90057], [0.48337, -1.81579, -4.59746], [2.26401, -1.79631, -4.22457], [2.60216, -2.16638, -6.83264], [2.06495, -0.84765, -7.76627], [0.78140, -1.90284, -7.27433], [-0.16007, -1.30643, -2.32438], [0.55018, -0.20040, -1.52874]],
  "lowdin_charge": [0.724, -0.496, -0.052, -0.389, -0.173, -0.209, -0.091, -0.009, 0.082, 0.077, 0.046, 0.139, 0.098, 0.082, 0.109, 0.058, 0.087, 0.039, 0.095, -0.023, -0.395, -0.212, -0.199, -0.120, 0.038, 0.060, 0.067, 0.050, 0.106, 0.115, 0.143, 0.080, 0.074, 0.106, -0.012, 0.047, -0.035, -0.397, -0.257, -0.176, -0.088, 0.031, 0.077, 0.064, 0.046, 0.147, 0.108, 0.107, 0.099, 0.075, 0.069, 0.011, 0.055, -0.060, -0.449, -0.177, -0.202, -0.126, 0.068, 0.094, 0.067, 0.056, 0.112, 0.101, 0.126, 0.092, 0.071, 0.103, 0.075, 0.058, -0.019, -0.449, -0.236, -0.217, -0.090, 0.035, 0.077, 0.078, 0.058, 0.123, 0.135, 0.096, 0.058, 0.074, 0.095, 0.036, 0.057, -0.081, -0.439, -0.161, -0.241, -0.139, -0.004, 0.086, 0.071, 0.088, 0.142, 0.111, 0.154, 0.074, 0.088, 0.110, 0.074, 0.047, -0.050, -0.373, -0.276, -0.185, -0.022, 0.054, 0.076, 0.054, 0.077, 0.123, 0.072, 0.118, 0.059, 0.094, 0.101, 0.026, 0.080, -0.018, -0.418, -0.253, -0.184, -0.108, 0.055, 0.099, 0.054, 0.048, 0.112, 0.132, 0.124, 0.092, 0.072, 0.101, 0.073, 0.013]
}



[2]
{
  "formula": "C32H88N8O8",
  "method": "ωB97M-V/def2-TZVPD",
  "smiles": "COC[C@H](C)N.COC[C@H](C)N.COC[C@H](C)N.COC[C@H](C)N.COC[C@H](C)N.COC[C@H](C)N.COC[C@H](C)N.COC[C@H](C)N",
  "homo_lumo_gap_ev": 8.614,
  "homo_ev": -8.339,
  "lumo_ev": 0.28,
  "energy_ev": -62905.80879,
  "elements": ["C", "C", "C", "O", "C", "N", "H", "H", "H", "H", "H", "H", "H", "H", "H", "H", "H", "C", "C", "C", "O", "C", "N", "H", "H", "H", "H", "H", "H", "H", "H", "H", "H", "H", "C", "C", "C", "O", "C", "N", "H", "H", "H", "H", "H", "H", "H", "H", "H", "H", "H", "C", "C", "C", "O", "C", "N", "H", "H", "H", "H", "H", "H", "H", "H", "H", "H", "H", "C", "C", "C", "O", "C", "N", "H", "H", "H", "H", "H", "H", "H", "H", "H", "H", "H", "C", "C", "C", "O", "C", "N", "H", "H", "H", "H", "H", "H", "H", "H", "H", "H", "H", "C", "C", "C", "O", "C", "N", "H", "H", "H", "H", "H", "H", "H", "H", "H", "H", "H", "C", "C", "C", "O", "C", "N", "H", "H", "H", "H", "H", "H", "H", "H", "H", "H", "H"],
  "positions_angstrom": [[12.22427, -16.64054, -2.40530], [12.98544, -17.92037, -2.83327], [12.56752, -19.24919, -2.11772], [13.39922, -19.36545, -0.97057], [13.31422, -20.62341, -0.32135], [12.87783, -17.89483, -4.25334], [11.15568, -16.61923, -2.61921], [12.70513, -15.76821, -2.84790], [12.35067, -16.49757, -1.33214], [13.98931, -17.68274, -2.48132], [12.72612, -20.10754, -2.77053], [11.52814, -19.14647, -1.80591], [13.77940, -21.40949, -0.91617], [12.25419, -20.83154, -0.17606], [13.78934, -20.60938, 0.65955], [13.51224, -17.18856, -4.59804], [13.28187, -18.74975, -4.60826], [13.32783, -15.08036, -6.35478], [14.61172, -15.88926, -6.22078], [15.73914, -15.45795, -7.12328], [15.28833, -15.42974, -8.44196], [16.33544, -15.59076, -9.42046], [14.97780, -15.93404, -4.85589], [12.54773, -15.54602, -5.75253], [12.90982, -15.11745, -7.36076], [13.25315, -14.03860, -6.04294], [14.47213, -16.91619, -6.55848], [16.57541, -16.11881, -6.89521], [16.20263, -14.48332, -6.97039], [17.02212, -14.74882, -9.50827], [15.91116, -15.70406, -10.41808], [16.92002, -16.50092, -9.28648], [15.35128, -15.06407, -4.50408], [15.75077, -16.56341, -4.69311], [9.84514, -17.46327, -5.79824], [10.23211, -18.83205, -6.39070], [11.42539, -18.68207, -7.37620], [12.06301, -19.90344, -7.67714], [11.95837, -20.26304, -9.02894], [10.59200, -19.65331, -5.25805], [10.76307, -16.97725, -5.46764], [9.18908, -17.43917, -4.92813], [9.33000, -16.82634, -6.51730], [9.40851, -19.29033, -6.93818], [12.19326, -18.06404, -6.91088], [11.15588, -18.11095, -8.26462], [12.21811, -19.40788, -9.65290], [10.95232, -20.66552, -9.14715], [12.66039, -21.06880, -9.24347], [11.16310, -19.09746, -4.63758], [11.34795, -20.27960, -5.49555], [16.03174, -20.43338, -2.93584], [16.24078, -19.30335, -3.96351], [17.50974, -18.44769, -3.66301], [17.58073, -17.44482, -4.64380], [18.84619, -16.72109, -4.73788], [16.22187, -19.87417, -5.31984], [15.16776, -21.05424, -3.17284], [15.94024, -20.11602, -1.89708], [16.79073, -21.21428, -2.98305], [15.35112, -18.67438, -3.99519], [18.41473, -19.05505, -3.64970], [17.52433, -17.93462, -2.70143], [19.07959, -16.15188, -3.83810], [18.74440, -16.00574, -5.55398], [19.69915, -17.35621, -4.97707], [17.06895, -20.41275, -5.43164], [16.36660, -19.00975, -5.82177], [15.82171, -11.72894, -9.85597], [16.07422, -10.34614, -9.32591], [17.50769, -10.11196, -8.78531], [18.46995, -10.60537, -9.66876], [19.84858, -10.52578, -9.24538], [15.65748, -9.39850, -10.39359], [16.46743, -11.96498, -10.70180], [14.78008, -11.84222, -10.15639], [16.12507, -12.50818, -9.15679], [15.35256, -10.15462, -8.53179], [17.61053, -10.63996, -7.83729], [17.73952, -9.06120, -8.61138], [20.12705, -11.17300, -8.41373], [20.19613, -9.52899, -8.97387], [20.47066, -10.86813, -10.07236], [15.59265, -8.42465, -10.13376], [16.39366, -9.48088, -11.08014], [12.44737, -17.96699, -12.29537], [13.12068, -17.21522, -13.42013], [14.32667, -16.30480, -13.01568], [14.75427, -15.59757, -14.18873], [15.95442, -14.74801, -14.08372], [13.57310, -18.22460, -14.32998], [11.54597, -18.49919, -12.59925], [12.20739, -17.33490, -11.44040], [13.02720, -18.78476, -11.86744], [12.36629, -16.60416, -13.91570], [15.16117, -16.97322, -12.80373], [14.10153, -15.68720, -12.14620], [16.10494, -14.05791, -13.25354], [15.96633, -14.13376, -14.98407], [16.78156, -15.45308, -14.00106], [12.77551, -18.57896, -14.83830], [14.07934, -17.79018, -15.08835], [13.95754, -11.47067, -13.30364], [13.25174, -12.51057, -12.52382], [12.21458, -11.88894, -11.53932], [11.55349, -12.81364, -10.67522], [12.38238, -13.27321, -9.63102], [12.52087, -13.40759, -13.44466], [14.70718, -11.84302, -14.00185], [14.55199, -10.84631, -12.63661], [13.23922, -10.86610, -13.85734], [13.97912, -13.05113, -11.91817], [11.41213, -11.40522, -12.09626], [12.62956, -11.11394, -10.89491], [11.88687, -14.03407, -9.02796], [12.39651, -12.44787, -8.91918], [13.34541, -13.72005, -9.87800], [11.74170, -13.86085, -12.98908], [13.13542, -14.15598, -13.73159], [17.51269, -13.87921, -2.59903], [16.45725, -12.83246, -2.94818], [16.96599, -11.79811, -4.00796], [18.05735, -10.95538, -3.58398], [18.61626, -10.14278, -4.61482], [15.29319, -13.51284, -3.52538], [18.48610, -13.40118, -2.48918], [17.55879, -14.58504, -3.42835], [17.21859, -14.26894, -1.62450], [16.28803, -12.28193, -2.02277], [16.16284, -11.09955, -4.24261], [17.23893, -12.32079, -4.92470], [19.51534, -9.59198, -4.33851], [17.84075, -9.49840, -5.02890], [18.92740, -10.73198, -5.47745], [15.00754, -14.15144, -2.79689], [14.48934, -12.94268, -3.74639]],
  "lowdin_charge": [-0.054, -0.414, -0.165, -0.212, -0.108, 0.034, 0.074, 0.056, 0.072, 0.116, 0.116, 0.126, 0.077, 0.086, 0.087, 0.015, 0.075, -0.030, -0.427, -0.225, -0.176, -0.079, 0.049, 0.052, 0.057, 0.080, 0.140, 0.109, 0.124, 0.077, 0.065, 0.087, 0.025, 0.053, -0.066, -0.404, -0.205, -0.194, -0.100, 0.036, 0.037, 0.075, 0.071, 0.127, 0.099, 0.119, 0.066, 0.094, 0.089, 0.017, 0.057, -0.057, -0.406, -0.187, -0.252, -0.063, 0.059, 0.070, 0.074, 0.074, 0.092, 0.123, 0.126, 0.072, 0.082, 0.087, 0.071, 0.054, -0.062, -0.397, -0.212, -0.193, -0.085, 0.039, 0.083, 0.049, 0.071, 0.134, 0.107, 0.121, 0.078, 0.082, 0.084, 0.067, 0.067, -0.078, -0.444, -0.184, -0.228, -0.061, 0.030, 0.080, 0.071, 0.070, 0.131, 0.122, 0.106, 0.070, 0.087, 0.082, 0.077, 0.070, -0.074, -0.444, -0.181, -0.184, -0.119, 0.072, 0.070, 0.060, 0.088, 0.100, 0.129, 0.114, 0.072, 0.093, 0.074, 0.066, 0.030, -0.044, -0.405, -0.176, -0.195, -0.109, 0.031, 0.083, 0.057, 0.084, 0.133, 0.118, 0.116, 0.089, 0.081, 0.065, 0.083, 0.091]
}